The following is a quantum chemistry calculation of C29H33N4O2OsS2Se as an isolated structure, from the OMol25 dataset.

Last column: Mulliken charge in e.
CARTESIAN COORDINATES (ANGSTROEM)
Os -1.4202 -0.8431 0.6234  1.0611
S -2.6045 -0.4502 2.8923  -0.3292
C -3.2511 -1.9878 2.5023  0.7264
S -2.4218 -2.8353 1.2446  -0.3031
C -4.3550 -2.5328 3.1458  0.5520
C -4.8817 -3.7949 2.7674  -0.1461
N -5.3181 -4.8097 2.4433  -0.3356
C -5.0156 -1.8159 4.1773  -0.0982
N -5.5530 -1.2275 5.0080  -0.3339
C -5.6497 5.8956 -1.3761  -1.4648
C -4.9045 4.6345 -1.0579  0.5097
C -4.9704 3.5313 -1.8981  -0.8258
C -4.2812 2.3597 -1.6235  0.7707
C -4.4127 1.1964 -2.5674  -1.6758
C -3.4722 2.3112 -0.4761  0.9622
C -3.4087 3.4090 0.4125  0.6874
C -2.6757 3.3585 1.7268  -1.1892
C -4.1275 4.5468 0.0950  -0.8740
C -2.6820 1.1065 -0.2194  0.3010
O -3.1414 -0.0763 -0.3283  -0.8599
O -1.4394 1.1673 0.1362  -0.4561
H -6.3017 5.7623 -2.2367  0.3656
H -4.9476 6.7023 -1.5946  0.3255
H -6.2509 6.2103 -0.5228  0.3620
H -5.5773 3.5868 -2.7938  0.3464
H -4.7674 1.5317 -3.5396  0.4242
H -5.1352 0.4797 -2.1733  0.3145
H -3.4719 0.6652 -2.7048  0.2967
H -3.2261 2.7299 2.4318  0.2563
H -2.6035 4.3533 2.1612  0.4052
H -1.6743 2.9513 1.6272  -0.0277
H -4.0897 5.3927 0.7716  0.4017
C 2.2126 -6.0141 -0.8955  -1.4837
C 2.2388 -4.6666 -0.1805  0.1861
C 3.5213 -4.4803 0.6289  -0.5321
C 3.5256 -3.1889 1.4541  -1.3015
N 3.3769 -2.0109 0.6012  0.5455
C 2.2480 -1.3194 0.3680  -0.3312
Se 0.7024 -1.6024 1.4269  -0.0218
N 2.4743 -0.4333 -0.6189  0.7983
C 1.5490 0.5410 -1.1728  -0.1080
C 1.9399 1.9859 -0.8539  -0.7249
C 1.9235 2.3763 0.6288  -0.1505
C 3.0995 1.8377 1.4501  -1.1562
C 3.7812 -0.5815 -1.0623  0.9620
C 4.4936 0.0522 -2.0733  -0.7624
C 5.8056 -0.3392 -2.2516  -0.8920
C 6.3912 -1.3261 -1.4490  -0.7415
C 5.6819 -1.9615 -0.4499  -0.7838
C 4.3574 -1.5776 -0.2770  0.4966
H 1.2986 -6.1245 -1.4778  0.3899
H 2.2564 -6.8338 -0.1779  0.3663
H 3.0624 -6.1075 -1.5731  0.3475
H 1.3764 -4.5865 0.4875  0.1932
H 2.1550 -3.8688 -0.9257  0.0888
H 4.3793 -4.4894 -0.0474  0.3581
H 3.6381 -5.3163 1.3213  0.4804
H 4.4588 -3.0858 2.0079  0.4037
H 2.7040 -3.1965 2.1668  0.4959
H 0.5585 0.3246 -0.7818  -0.6575
H 1.5174 0.3946 -2.2546  0.3401
H 1.2293 2.6155 -1.3934  0.5396
H 2.9336 2.1972 -1.2556  0.4507
H 0.9831 2.0603 1.0776  -0.1193
H 1.9481 3.4667 0.6697  0.4968
H 2.9594 0.7953 1.7378  0.2074
H 3.2057 2.4111 2.3702  0.4279
H 4.0373 1.9226 0.8965  0.2942
H 4.0473 0.8152 -2.6954  0.4654
H 6.3955 0.1252 -3.0295  0.4230
H 7.4237 -1.5982 -1.6182  0.4204
H 6.1413 -2.7211 0.1673  0.4393

Cartesian forces, eV/Å:
-0.6 0.3 0.2
0.1 -0.3 -0.6
0.6 0.2 -0.1
-0.2 0.0 0.1
-0.2 -0.1 0.0
-0.1 -0.1 0.0
0.1 0.0 0.0
0.0 0.1 0.1
0.0 0.0 0.0
0.0 0.0 0.0
0.0 -0.1 0.0
0.0 0.1 0.0
0.1 -0.1 0.0
-0.1 0.0 0.0
0.0 0.2 0.1
0.1 -0.1 -0.1
0.0 -0.1 0.0
0.0 0.0 0.0
-0.3 0.4 -0.4
0.0 -0.1 0.2
0.2 -0.2 0.3
0.0 0.0 0.0
0.0 0.0 0.0
0.0 0.0 0.0
0.0 0.0 0.0
0.0 0.0 0.0
0.0 0.0 0.0
0.0 0.0 -0.1
0.0 0.0 0.0
0.0 0.0 0.0
0.1 0.0 0.0
0.0 0.0 0.0
0.0 0.1 0.0
0.1 -0.2 0.0
-0.2 0.2 0.0
0.1 -0.4 0.0
-0.3 0.0 0.1
0.0 0.4 -0.4
0.4 -0.4 0.6
-0.1 -0.4 0.1
0.0 0.5 0.0
-0.1 -0.1 0.2
0.2 -0.1 -0.1
-0.1 0.1 0.0
0.2 -0.2 0.2
0.0 0.1 -0.1
-0.1 0.0 0.0
0.0 0.0 0.1
0.0 -0.1 0.1
0.1 0.3 -0.3
0.0 0.0 0.0
0.0 0.0 0.0
0.0 0.0 0.0
0.0 0.0 0.0
-0.1 0.0 0.0
0.0 -0.1 0.0
0.1 0.0 0.0
0.0 0.1 0.0
0.1 0.1 0.0
0.0 0.0 0.0
0.0 -0.1 0.0
0.0 0.0 0.0
0.0 0.0 -0.1
-0.2 0.0 0.1
-0.1 0.0 0.0
0.1 0.0 0.0
0.0 0.0 0.0
0.0 0.0 0.0
0.0 0.0 0.0
0.0 0.0 0.0
0.0 0.0 0.0
0.0 0.0 0.0

Output
relative energy (zero: lowest compared OMol25 entry of this formula, charge and spin) = 1.9 kcal/mol
highest occupied orbital energy (alpha / beta) = -11.275 / -11.425 eV
LUMO energy (alpha / beta) = -3.262 / -6.070 eV
HOMO-LUMO gap (alpha / beta) = 8.013 / 5.355 eV
charge = +1
E = -4782.6134 hartree
expectation value of S² = 6.067
multiplicity = 5